A cluster of 3 separate species, C2H6ClN2O4 in total, computed with ωB97M-V/def2-TZVPD.

Cartesian coordinates (Å):
Cl -1.36 -1.80 1.19
C -1.99 1.23 0.27
N -1.11 1.65 1.39
O -1.56 1.68 2.51
O 0.03 1.98 1.09
H -1.47 0.42 -0.24
H -2.15 2.10 -0.37
H -2.90 0.83 0.68
C 1.20 -0.95 -0.80
N 2.57 -1.40 -1.09
O 3.38 -1.44 -0.19
O 2.82 -1.72 -2.24
H 0.53 -1.79 -0.96
H 0.92 -0.14 -1.47
H 1.10 -0.65 0.24

Properties
HOMO-LUMO gap: 0.2899 hartree
largest force on an atom: 0.6 eV Å⁻¹
LUMO energy: 3.34 eV
energy relative to the best compared isomer or geometry (same formula, charge and spin): 0.0 kJ/mol
charge: -1

---

A cluster of 2 separate species, C3H4Br2 in total in a non-equilibrium geometry, computed with ωB97M-V/def2-TZVPD.

Cartesian coordinates (Å):
C 0.16 2.79 -0.34
C 1.08 2.02 -0.26
Br 2.38 0.77 0.19
H -0.71 3.19 -0.75
C -0.76 -1.67 0.28
Br 0.83 -2.77 -0.07
H -1.35 -1.69 -0.63
H -0.42 -0.61 0.47
H -1.20 -2.02 1.10

Properties
SMILES string: C#CBr.CBr
HOMO-LUMO gap: 0.3898 hartree
largest force on an atom: 4.7 eV Å⁻¹
LUMO energy: 0.63 eV
energy relative to the best compared isomer or geometry (same formula, charge and spin): 174.5 kJ/mol
charge: 0

---

The molecule C5H9NO, computed with ωB97M-V/def2-TZVPD.

Cartesian coordinates (Å):
C 0.97 -0.83 -0.49
C 0.98 0.05 2.38
N 0.59 1.08 1.66
C -0.25 1.10 0.50
O -0.70 2.15 0.11
C -0.43 -0.25 -0.15
C -1.25 -0.17 -1.43
H 1.62 -0.05 -0.89
H 0.85 -1.59 -1.26
H 1.48 -1.29 0.36
H 0.47 -0.83 1.97
H 0.94 2.01 1.91
H -0.95 -0.89 0.58
H -0.70 0.42 -2.18
H -2.22 0.29 -1.27
H -1.38 -1.18 -1.81

Properties
HOMO-LUMO gap: 0.3332 hartree
largest force on an atom: 0.8 eV Å⁻¹
LUMO energy: 0.28 eV
energy relative to the best compared isomer or geometry (same formula, charge and spin): 271.8 kJ/mol
charge: 0

---

A cluster of 6 separate species, C22H36N4O14 in total in a non-equilibrium geometry, computed with ωB97M-V/def2-TZVPD.

Cartesian coordinates (Å):
C -0.09 -0.35 0.56
N 0.72 0.86 0.72
O 0.10 1.92 0.55
O 1.85 0.80 1.25
H 0.37 -1.18 1.10
H 0.11 -0.68 -0.46
H -1.14 -0.09 0.72
C 3.38 0.47 4.07
N 2.34 -0.15 4.94
O 1.63 -1.07 4.48
O 2.06 0.49 5.91
H 3.41 1.56 4.15
H 3.20 0.17 3.04
H 4.29 0.11 4.55
C 4.08 -5.46 -1.10
C 4.22 -5.15 0.36
C 3.89 -3.73 0.88
O 4.87 -2.93 0.26
C 4.62 -1.55 0.63
N 3.48 -6.22 1.05
H 3.11 -5.20 -1.52
H 4.24 -6.53 -1.21
H 4.81 -4.80 -1.56
H 5.29 -5.33 0.47
H 4.17 -3.77 1.94
H 2.84 -3.46 0.80
H 4.42 -1.39 1.69
H 3.88 -0.94 0.10
H 5.50 -0.96 0.39
H 3.42 -6.99 0.40
H 2.53 -5.91 1.19
C -1.59 4.22 -2.04
C -2.64 3.71 -2.98
C -3.26 4.83 -3.95
O -3.88 5.83 -3.16
C -4.97 6.43 -3.75
N -2.00 2.70 -3.69
H -0.66 4.38 -2.59
H -1.42 3.57 -1.19
H -1.79 5.13 -1.49
H -3.39 3.30 -2.31
H -4.00 4.28 -4.54
H -2.48 5.27 -4.56
H -5.35 7.15 -3.01
H -5.71 5.66 -3.96
H -4.68 6.83 -4.72
H -1.50 2.20 -2.97
H -1.31 3.05 -4.34
C -0.16 -3.48 -4.36
C -0.93 -3.52 -3.28
C -0.56 -3.09 -1.92
O -1.26 -3.20 -0.91
C 0.89 -2.65 -1.84
C 1.71 -2.71 -2.91
C 1.25 -3.01 -4.34
O 1.91 -2.79 -5.35
O 2.99 -2.52 -2.82
O -2.19 -3.99 -3.37
H -0.53 -3.86 -5.30
H 1.48 -2.47 -0.95
H 3.19 -2.25 -3.72
H -2.66 -3.95 -2.53
C -2.36 1.93 3.17
C -3.68 2.06 2.87
C -4.75 2.46 3.84
O -5.89 2.50 3.44
C -4.21 2.80 5.14
C -2.88 2.58 5.50
C -1.89 2.03 4.58
O -0.82 1.61 4.91
O -2.53 2.80 6.81
O -4.03 2.02 1.58
H -1.66 1.70 2.38
H -4.86 3.07 5.96
H -1.57 2.82 6.84
H -4.99 2.06 1.52

Properties
HOMO-LUMO gap (alpha / beta): 0.0590 / 0.1436 hartree
largest force on an atom: 4.4 eV Å⁻¹
LUMO energy (alpha / beta): -0.57 / -0.57 eV
charge: -1
2S+1: 2

---

A cluster of 2 separate species, C4H12BNO in total in a non-equilibrium geometry, computed with ωB97M-V/def2-TZVPD.

Cartesian coordinates (Å):
B -1.60 -0.23 -0.21
C 1.46 -1.21 -0.13
C -0.26 2.03 0.80
C 1.09 0.03 -0.91
C -0.32 0.45 -0.80
N -1.48 -1.03 0.89
O -2.73 -0.23 -0.87
H 2.43 -1.62 -0.51
H 0.79 -1.94 -0.28
H 1.49 -1.09 0.97
H -0.43 2.86 0.13
H 0.80 1.88 1.15
H -0.94 1.69 1.67
H 1.63 1.01 -0.58
H 1.37 -0.07 -2.03
H -0.36 1.08 -1.71
H -0.62 -1.17 1.47
H -2.36 -1.58 1.27
H -3.48 -0.70 -0.50

Properties
HOMO-LUMO gap: 0.3193 hartree
largest force on an atom: 5.6 eV Å⁻¹
LUMO energy: 0.53 eV
energy relative to the best compared isomer or geometry (same formula, charge and spin): 337.1 kJ/mol
charge: 0

---

A cluster of 20 separate species, H41O20 in total in a non-equilibrium geometry, computed with ωB97M-V/def2-TZVPD.

Cartesian coordinates (Å):
O 0.58 2.89 -3.69
H 1.18 -0.63 0.07
O 4.87 0.28 -1.82
H 5.09 0.10 -0.90
H 5.44 -0.33 -2.29
O 4.47 1.86 2.46
H 4.46 2.67 1.94
H 4.55 2.06 3.39
O 1.32 2.62 1.92
H 1.58 1.70 1.99
H -3.53 -3.29 2.89
O -1.14 -4.50 -0.43
H 1.33 -4.78 1.22
H 2.07 3.01 2.38
O 1.59 -4.69 2.16
H -5.16 -1.70 -0.73
H 1.66 -3.73 2.01
O -4.35 -1.58 -0.22
H -2.28 -3.32 2.01
H 2.48 1.23 -1.55
O -1.72 -0.55 5.16
H -2.03 -1.44 4.96
H -1.32 -0.67 6.02
O -1.29 -1.00 0.99
H -0.43 -0.49 1.02
H -0.85 -5.31 -0.87
O -2.88 0.91 2.50
H -2.74 0.58 3.40
H -2.95 0.05 2.04
O -0.75 0.43 -2.82
H -1.53 0.99 -2.97
H -4.35 -2.35 0.35
O 0.65 -2.28 -0.98
H 0.19 -3.13 -0.98
H 0.45 -1.84 -1.82
O 1.21 -1.28 -3.49
H 1.40 -2.11 -3.90
H 2.03 -0.96 -3.11
O 1.02 0.14 0.64
H -1.82 1.42 0.14
H 1.38 0.95 0.27
O -2.73 -3.80 2.73
H -0.41 0.36 -3.72
H 1.00 2.59 -2.84
O -1.72 0.81 -0.65
H -1.57 -0.05 0.03
H -0.83 1.08 -0.94
O -4.71 2.15 -2.14
H -3.88 2.13 -1.65
H -5.42 1.91 -1.54
O 2.09 2.07 -1.51
H 1.41 3.08 -4.13
H 2.69 2.83 -1.67
O 4.33 3.16 -2.17
H 4.28 4.11 -2.33
H 4.90 3.20 -1.39
O -1.25 2.48 1.38
H -0.39 2.89 1.58
H -1.42 2.09 2.24
H -2.09 -4.65 -0.42
H -1.36 -1.62 0.24

Properties
HOMO-LUMO gap: 0.3838 hartree
largest force on an atom: 3.0 eV Å⁻¹
LUMO energy: -2.66 eV
energy relative to the best compared isomer or geometry (same formula, charge and spin): 231.5 kJ/mol
charge: +1